1.
{"formula": "C11H21NaO10", "method": "wB97M-V/def2-TZVPD", "total_energy_ev": -36637.511, "orbital_gap_ha": 0.212, "spin_multiplicity": 1, "symbols": ["Na", "C", "O", "H", "H", "H", "C", "C", "C", "O", "C", "O", "O", "H", "H", "H", "H", "H", "H", "C", "O", "C", "O", "O", "C", "H", "H", "H", "H", "H", "H", "C", "O", "C", "O", "O", "C", "H", "H", "H", "H", "H", "H"], "positions_angstrom": [[-1.9641, -2.3818, 1.9871], [-1.2724, -1.4173, -1.1155], [-0.7755, -1.4487, 0.1705], [-0.4955, -1.4986, -1.8981], [-2.0255, -2.2099, -1.3025], [-1.7899, -0.4537, -1.3333], [-2.2890, 1.4639, 1.4466], [-2.0076, 2.7896, 2.1019], [-1.6507, 3.8717, 1.0951], [-2.8680, 4.6096, 0.9851], [-3.7399, 4.2915, 1.9636], [-4.7915, 4.8186, 2.1220], [-3.2326, 3.2813, 2.7012], [-3.1394, 1.5130, 0.7605], [-2.6280, 0.7305, 2.1857], [-1.4324, 1.0450, 0.9162], [-1.3996, 2.6750, 2.9970], [-1.4765, 3.4453, 0.1085], [-0.7834, 4.4939, 1.3114], [2.6458, 2.2774, 3.3266], [1.8165, 2.5995, 2.2311], [1.5695, 1.6708, 1.3026], [1.9159, 0.5293, 1.3217], [0.8254, 2.2619, 0.3632], [0.6333, 1.6101, -0.8724], [2.7682, 1.1961, 3.4441], [2.1981, 2.6300, 4.2505], [3.6546, 2.6495, 3.1533], [1.1500, 2.1701, -1.6618], [-0.4025, 1.6109, -1.2114], [1.0314, 0.5976, -0.8917], [3.9658, -3.7793, -2.8060], [2.8233, -4.5125, -3.2182], [1.7011, -4.3642, -2.5297], [1.5189, -3.6435, -1.5916], [0.7417, -5.0622, -3.1455], [-0.6004, -4.8932, -2.6970], [4.9058, -4.3125, -2.8917], [3.8240, -3.4288, -1.7829], [4.0065, -2.8839, -3.4307], [-0.7703, -4.5726, -1.6665], [-1.1238, -5.8343, -2.8497], [-1.0374, -4.1355, -3.3497]], "nbo_charge": [0.9529, -0.2167, -1.0433, 0.1281, 0.0966, 0.0979, -0.6414, 0.0573, -0.0922, -0.4970, 0.9722, -0.5819, -0.5033, 0.2197, 0.1889, 0.2611, 0.2018, 0.1971, 0.2052, -0.2639, -0.5116, 0.9853, -0.6074, -0.5221, -0.2739, 0.2059, 0.1910, 0.1888, 0.1774, 0.1919, 0.2385, -0.2649, -0.4994, 0.9788, -0.6248, -0.5049, -0.2623, 0.1933, 0.2130, 0.1837, 0.2097, 0.1862, 0.1887]}



2.
{"formula": "C9H14O2", "method": "wB97M-V/def2-TZVPD", "total_energy_ev": -13653.582, "smiles": "Cc1ccc(O)cc1.CCO", "orbital_gap_ha": 0.354, "spin_multiplicity": 1, "symbols": ["C", "C", "O", "H", "H", "H", "H", "H", "H", "C", "C", "C", "C", "C", "C", "C", "O", "H", "H", "H", "H", "H", "H", "H", "H"], "positions_angstrom": [[1.6663, -1.6830, -2.6137], [0.9504, -0.3556, -2.8361], [3.0361, -1.5045, -2.2813], [1.2404, -2.3105, -1.8112], [1.7423, -2.3698, -3.4485], [0.8873, -0.2205, -3.9299], [3.3485, -0.9933, -1.5423], [1.2428, 0.4590, -2.1859], [-0.1319, -0.5115, -2.7443], [0.3120, 2.7606, 1.0831], [-1.7852, -0.9645, 1.7416], [-0.7170, -0.5777, 2.5561], [-2.2254, -0.1350, 0.7331], [0.0569, 0.5250, 2.2895], [-1.4651, 1.0689, 0.5917], [-0.3652, 1.4542, 1.3191], [-2.1721, -2.2994, 1.7931], [-0.3472, -1.2303, 3.3368], [-3.0654, -2.3967, 2.1583], [-2.9575, -0.2698, -0.0368], [0.9232, 0.7242, 2.9175], [-1.7745, 1.6050, -0.3012], [0.4249, 3.0572, 0.0444], [1.3180, 2.6023, 1.4947], [-0.1426, 3.5655, 1.6725]], "nbo_charge": [-0.0536, -0.6571, -0.7594, 0.1562, 0.1847, 0.2190, 0.4765, 0.2216, 0.2122, -0.6285, 0.2684, -0.2510, -0.2555, -0.1932, -0.1933, -0.0373, -0.7027, 0.2223, 0.4809, 0.2256, 0.2094, 0.1996, 0.2204, 0.2111, 0.2233]}



3.
{"formula": "C6H6O4S2", "method": "wB97M-V/def2-TZVPD", "charge": -2, "total_energy_ev": -36178.992, "smiles": "C=C[C@](S)(C(=O)[O-])[C@@H](S)C(=O)[O-]", "orbital_gap_ha": 0.240, "spin_multiplicity": 1, "symbols": ["C", "C", "C", "C", "C", "C", "O", "O", "O", "O", "S", "S", "H", "H", "H", "H", "H", "H"], "positions_angstrom": [[-0.5097, 1.6275, -1.4049], [-0.3463, 1.4916, -0.0830], [0.3540, -1.7000, -0.9710], [1.6033, 0.3302, 0.8935], [-0.4875, -1.0346, 0.2881], [0.0172, 0.2545, 0.8081], [1.4251, -2.2515, -0.6839], [1.9683, 0.0918, 2.0603], [-0.1731, -1.6825, -2.0953], [2.2731, 0.5939, -0.1309], [-2.2060, -0.9554, -0.3316], [-0.7575, 0.5085, 2.4582], [-0.6631, 2.5590, -1.9534], [-0.4314, 0.6902, -1.9524], [-0.4277, 2.3468, 0.6946], [-0.4074, -1.8372, 0.9642], [-1.8512, -1.3781, -1.5142], [0.6200, 0.3454, 2.9535]], "nbo_charge": [-0.4605, -0.1318, 0.7938, 0.7974, -0.4459, -0.3086, -0.7461, -0.7670, -0.7987, -0.7146, -0.1944, -0.2738, 0.1716, 0.2308, 0.1800, 0.2280, 0.1846, 0.2552]}



4.
{"formula": "C4H5N2", "method": "wB97M-V/def2-TZVPD", "charge": 1, "total_energy_ev": -7195.667, "orbital_gap_ha": 0.299, "spin_multiplicity": 1, "symbols": ["C", "C", "C", "C", "N", "N", "H", "H", "H", "H", "H"], "positions_angstrom": [[-0.2760, 0.4902, -0.5236], [-2.0047, 0.7159, 0.5812], [0.8223, 0.0927, -0.0893], [3.0653, -0.4184, 0.4912], [1.9030, -0.0617, 0.4000], [-3.0099, 0.1725, 0.0881], [-0.5034, 0.5367, -1.5774], [3.6558, -0.5955, -0.4687], [3.4523, -0.8924, 1.4291], [-4.0244, 0.2373, 0.4702], [-3.0802, -0.2773, -0.8007]], "nbo_charge": [-0.2895, 0.3705, 0.3516, 0.0761, -0.3142, -0.8153, 0.2654, 0.2246, 0.2356, 0.4720, 0.4231]}



5.
{"formula": "C4H9N", "method": "wB97M-V/def2-TZVPD", "total_energy_ev": -5783.118, "smiles": "C[C@H]1C[C@H]1N", "orbital_gap_ha": 0.382, "spin_multiplicity": 1, "symbols": ["C", "C", "C", "C", "H", "H", "H", "H", "H", "H", "H", "H", "H", "N"], "positions_angstrom": [[1.0462, 0.9227, 1.0895], [0.7923, -0.3353, 0.2826], [-0.4715, -1.1734, 0.4667], [-0.2448, -0.4023, -0.8171], [1.6459, 1.6877, 0.5903], [1.5877, 0.6772, 2.0247], [0.1020, 1.4523, 1.3411], [1.6774, -0.9194, 0.0542], [-0.3268, -2.2464, 0.4166], [-1.2587, -0.8144, 1.1654], [0.0509, -0.9824, -1.7031], [-0.7521, 1.3638, -1.7413], [-1.9754, 0.4167, -1.3241], [-1.0691, 0.7565, -0.9934]], "nbo_charge": [-0.6162, -0.2266, -0.4307, -0.0691, 0.2068, 0.2088, 0.2248, 0.2057, 0.2135, 0.2229, 0.1774, 0.3575, 0.3540, -0.8288]}



6.
{"formula": "C4H12N2O2", "method": "wB97M-V/def2-TZVPD", "total_energy_ev": -11413.504, "smiles": "C[C@H](N)O.C=NOC", "orbital_gap_ha": 0.319, "spin_multiplicity": 1, "symbols": ["C", "C", "N", "O", "H", "H", "H", "H", "H", "H", "H", "C", "C", "O", "N", "H", "H", "H", "H", "H"], "positions_angstrom": [[0.6464, -1.5284, -0.7643], [0.7332, -1.4297, 1.0244], [1.2314, -0.4260, -1.4455], [-0.6313, -1.7962, -1.0702], [-1.2141, -0.9122, -1.4163], [1.2961, -2.4056, -0.8955], [0.6462, 0.4013, -1.4214], [2.1519, -0.2011, -1.0949], [1.8024, -1.4904, 1.2074], [0.2532, -0.5988, 1.5189], [0.2553, -2.3561, 1.3291], [0.3780, 2.3146, 0.8026], [-2.1510, 0.1949, -0.2880], [-0.5852, 1.7695, -0.0858], [-1.3058, 0.7644, 0.5269], [0.8603, 3.1209, 0.2491], [-0.1009, 2.7024, 1.7082], [1.1218, 1.5596, 1.0781], [-2.9054, -0.3789, 0.2323], [-2.4826, 0.6959, -1.1951]], "nbo_charge": [0.3117, -0.6988, -0.8631, -0.7094, 0.4726, 0.1554, 0.3621, 0.3677, 0.1800, 0.2093, 0.2018, -0.2564, -0.2516, -0.4053, -0.0698, 0.1986, 0.1893, 0.1875, 0.2188, 0.1997]}